C34H86Ca2N6O12 | the ωB97M-V functional and the def2-TZVPD basis

## Properties
Charge: +1
HOMO energy (spin up / spin down) (eV): -7.27 / -9.81
Maximum force (eV Å⁻¹): 3.5
2S+1: 2
HOMO-LUMO gap (spin up / spin down) (Eh): 0.1870 / 0.2561
<S²>: 0.7504
E_tot (eV): -107025.715
LUMO (spin up / spin down) (eV): -2.185 / -2.837

XYZ file:
```
140
C34H86Ca2N6O12 the ωB97M-V functional and the def2-TZVPD basis
Ca -3.466 -0.453 2.545
Ca -2.587 1.271 -0.743
O -1.522 0.329 1.288
O -2.827 -2.374 1.535
O 2.323 -4.532 0.296
O -2.417 -6.429 -3.669
O -0.415 0.738 -1.595
O 0.122 -3.275 -6.326
O -3.329 0.063 -2.621
O 2.771 6.158 6.333
O -1.004 -1.431 6.895
O -1.789 3.357 0.097
O 4.669 2.859 -2.867
O -0.089 2.537 5.082
N 1.038 2.563 -3.818
N 1.722 4.610 3.981
N 0.097 -5.515 -1.041
N -2.470 -1.695 4.456
N -3.268 2.797 -2.282
N 1.293 -0.180 -4.664
C 0.580 -4.171 -1.411
C -2.266 4.326 -0.818
C 0.385 -2.405 -5.208
C -2.402 -3.390 2.433
C 1.696 -0.852 -6.859
C -0.459 3.732 0.597
C 0.674 -0.948 -5.677
C 0.256 -0.085 -0.610
C -4.487 2.115 -2.728
C 0.521 2.162 6.340
C 2.041 3.197 4.127
C -2.590 -1.024 -3.182
C 1.425 -3.606 -0.270
C 0.718 2.444 3.884
C -3.576 3.904 -1.447
C -0.487 -0.898 5.750
C -2.885 -2.986 3.897
C 2.299 3.146 -3.505
C -0.484 -6.204 -2.257
C -0.153 -0.012 0.950
C -0.556 -4.522 -6.079
C 2.031 4.202 -2.461
C 3.615 5.834 5.213
C -2.712 -2.853 0.237
C 3.457 6.826 7.465
C 5.309 3.253 -3.975
C -1.863 -5.601 -2.615
C -4.088 0.831 -3.498
C 3.383 2.158 -3.161
C -2.995 -7.722 -3.325
C -1.038 -1.812 4.613
C 3.048 -4.051 1.387
C 2.841 5.572 3.930
C -0.790 -0.651 8.122
H 2.039 -2.766 -0.594
H -2.895 -4.359 2.356
H -2.419 5.175 -0.152
H 0.008 -1.075 -0.993
H 2.048 -0.663 -4.197
H -0.452 -7.289 -2.160
H -5.030 0.311 -3.670
H -2.018 -0.761 -4.071
H 4.647 3.894 -4.557
H 2.888 3.059 3.455
H -3.390 -1.753 -3.312
H 2.934 4.812 -2.413
H -2.786 3.191 -3.077
H 0.589 -1.055 5.675
H -2.526 -8.094 -2.414
H -3.952 -3.058 3.687
H 1.065 -2.886 -4.505
H -0.799 0.110 5.478
H 1.346 -0.072 -0.627
H 1.122 -1.168 -7.730
H 0.681 0.178 -3.945
H 3.852 7.754 7.052
H 0.089 -0.994 1.355
H -2.468 -5.573 -1.709
H -2.858 -8.414 -4.156
H 0.550 0.676 1.420
H -2.824 -1.565 5.393
H 0.139 2.836 0.762
H 1.192 2.899 6.781
H 0.956 4.842 4.597
H 5.551 2.372 -4.570
H 3.194 1.739 -2.172
H -3.782 1.071 -4.517
H 2.357 -3.396 1.919
H -0.656 4.206 1.558
H 2.652 -1.318 -6.620
H 4.097 6.105 7.974
H -0.495 -1.701 3.675
H 3.442 -4.867 1.992
H 2.168 0.123 -6.980
H 3.663 1.420 -3.913
H -0.092 2.129 7.241
H -1.270 0.310 7.936
H 2.594 3.590 -4.455
H -1.316 -3.474 2.428
H 4.459 6.523 5.165
H 1.160 1.747 -4.401
H 0.015 -5.142 -5.387
H -1.746 -4.538 -2.824
H 0.829 1.397 3.602
H -0.768 -4.959 -7.054
H 0.861 -6.057 -0.663
H 4.182 4.916 5.369
H -1.511 -4.519 -5.554
H 2.675 7.198 8.127
H 1.292 4.933 -2.788
H 0.133 4.503 0.103
H 0.974 1.175 6.245
H -0.132 -3.358 -1.552
H 1.038 -4.303 -2.391
H -0.560 -2.240 -4.691
H 0.833 -3.358 0.610
H -5.130 1.926 -1.868
H 0.244 -6.312 -3.061
H 0.188 2.806 3.003
H 0.273 -0.515 8.320
H -2.616 -3.849 4.507
H -0.221 -0.337 -5.798
H 0.614 2.189 -2.981
H -3.546 -3.537 0.075
H -4.067 -7.634 -3.147
H -1.830 -3.395 -0.103
H 6.293 3.671 -3.762
H 2.553 6.584 3.646
H 3.926 -3.486 1.074
H 3.590 5.147 3.262
H -3.980 4.780 -1.956
H 2.473 2.927 5.091
H -1.202 -1.099 9.027
H -1.951 -1.574 -2.490
H 1.838 3.896 -1.433
H -5.028 2.640 -3.515
H -4.166 3.790 -0.538
H -0.781 -2.833 4.896
H -1.584 4.538 -1.642
H -2.753 -2.042 -0.489
```

***

C34H87NO15P | the ωB97M-V functional and the def2-TZVPD basis

## Properties
Charge: -1
HOMO energy (eV): -3.47
Maximum force (eV Å⁻¹): 7.7
HOMO-LUMO gap (Eh): 0.2039
E_tot (eV): -78145.105
LUMO (eV): 2.079

XYZ file:
```
138
C34H87NO15P the ωB97M-V functional and the def2-TZVPD basis
P 0.071 1.860 -0.963
O -2.444 -6.166 1.115
O 1.685 -5.600 -1.419
O 4.699 5.225 4.825
O -0.609 7.581 -8.897
O 0.109 6.684 -1.790
O 0.982 -7.889 3.257
O 2.026 4.045 5.275
O 3.479 -4.460 -3.474
O 3.772 -8.143 4.199
O -2.193 -4.237 3.341
O -0.505 1.022 3.366
O -2.276 -0.030 -4.597
O -0.373 -0.530 5.879
O -4.796 1.228 -3.701
O -0.379 5.229 -7.121
N -0.871 5.213 -0.104
C -2.095 -3.215 2.353
C -3.624 1.951 -4.087
C 0.717 -9.107 3.945
C 1.692 -4.227 -1.817
C 0.651 0.316 3.822
C 3.639 5.231 3.866
C 1.648 -6.932 4.084
C -2.147 4.481 0.218
C -4.625 0.533 -2.470
C -0.789 5.694 -1.531
C -3.322 -5.090 3.133
C 3.997 -9.005 3.088
C -3.055 -1.170 -4.947
C 3.157 -6.910 3.817
C 0.375 4.526 0.381
C -0.876 6.506 -6.714
C 0.262 2.919 0.649
C 2.860 -5.960 -0.699
C 5.229 3.921 5.037
C 2.265 5.252 4.545
C -2.812 1.180 -5.135
C -0.642 6.667 -9.989
C -3.389 5.598 0.124
C -2.915 -6.397 2.444
C -1.022 -6.152 1.040
C -1.552 7.244 -7.875
C 2.117 -4.067 -3.281
C 0.268 -0.911 4.658
C -1.701 5.199 -2.799
C 2.269 4.197 6.670
C 1.019 5.254 -7.392
C 3.594 -5.776 -4.005
C -0.796 2.160 4.170
C -1.792 -0.640 5.804
H -2.974 6.699 0.126
H -5.413 -0.219 -2.388
H -1.625 6.324 -5.934
H -1.961 1.800 -5.440
H 1.421 4.708 7.134
H 4.446 3.161 5.119
H -2.782 -1.989 -4.275
H -3.882 5.444 -0.951
H 4.883 -8.672 2.540
H 3.368 -6.680 2.765
H -4.129 -0.985 -4.849
H 1.453 -4.629 -3.949
H -0.366 -1.597 4.084
H -1.084 -2.805 2.383
H -1.061 5.271 -3.796
H 0.274 6.792 -10.569
H 3.139 -9.037 2.410
H 3.728 4.378 3.180
H 1.568 -9.439 4.547
H -4.102 -4.569 2.563
H -1.077 1.202 -0.394
H -2.285 -3.595 1.346
H -2.166 -6.939 3.036
H 1.320 0.982 4.382
H -3.657 0.029 -2.411
H 1.181 -1.449 4.932
H -3.801 -7.038 2.363
H -2.417 3.592 -0.492
H 1.316 6.137 -7.965
H 1.256 2.429 -1.566
H 1.437 -7.120 5.145
H 0.664 -3.858 -1.711
H 0.914 0.820 -0.415
H 0.497 -9.879 3.200
H -4.239 5.399 0.904
H 1.492 5.317 3.772
H 4.617 -6.122 -3.845
H 2.911 -6.478 -3.520
H -1.967 8.184 -7.500
H 1.191 -0.026 2.931
H -1.827 2.466 3.968
H -3.732 -5.325 4.121
H 3.187 4.756 6.870
H -4.722 1.237 -1.638
H -3.414 0.977 -6.030
H 5.907 3.663 4.216
H 1.575 5.223 -6.448
H -0.701 1.949 5.240
H -0.567 -5.589 1.862
H 5.799 3.932 5.971
H -2.825 -1.468 -5.976
H -0.075 7.114 -6.272
H -3.960 2.895 -4.528
H 3.394 -5.754 -5.080
H 3.611 -6.122 4.427
H 2.330 -3.631 -1.152
H 2.161 6.127 5.198
H -0.122 1.016 -2.150
H -0.524 2.612 1.490
H -0.734 -5.680 0.096
H 1.316 2.583 1.099
H 1.269 4.362 -7.975
H 1.235 -5.948 3.832
H -0.705 2.871 -1.631
H 2.936 -7.052 -0.695
H -2.187 -0.252 4.862
H -0.645 -7.181 1.047
H -2.126 4.166 1.369
H -0.126 2.983 3.897
H -2.806 -2.417 2.583
H -3.010 2.191 -3.210
H 1.260 4.775 -0.370
H -2.136 4.115 -2.708
H -2.082 -1.689 5.917
H -0.161 -8.981 4.588
H 2.047 -3.009 -3.554
H 0.679 5.026 1.416
H 2.367 3.203 7.111
H 2.776 -5.610 0.336
H -2.224 -0.064 6.625
H 3.749 6.147 3.273
H -0.703 5.628 -9.656
H 3.768 -5.552 -1.154
H 4.175 -10.013 3.467
H -2.619 5.924 -2.925
H -2.379 6.654 -8.289
H -1.499 6.895 -10.630
```

***

C34H88O8P | the ωB97M-V functional and the def2-TZVPD basis

## Properties
Charge: -1
HOMO energy (eV): -3.33
Maximum force (eV Å⁻¹): 0.7
HOMO-LUMO gap (Eh): 0.2024
E_tot (eV): -62349.232
LUMO (eV): 2.179

XYZ file:
```
131
C34H88O8P the ωB97M-V functional and the def2-TZVPD basis
P -1.759 4.129 0.781
O -0.118 4.296 0.116
O -5.023 -4.003 6.865
O 3.441 -0.754 0.057
O 7.729 0.055 -5.489
O -0.960 -1.863 1.747
O -5.850 6.650 -1.636
O 2.532 0.335 -4.715
O -3.843 -5.614 1.808
C 1.781 3.465 -1.120
C -2.422 -0.208 0.626
C 8.730 1.015 -5.211
C -5.211 -5.683 3.862
C -3.059 -3.036 7.995
C 10.148 0.470 -5.280
C 2.249 2.245 -1.909
C -0.786 -3.381 -0.184
C -5.365 6.222 0.752
C 3.820 4.709 -0.306
C 0.287 3.331 -0.790
C -5.712 9.100 -1.458
C 4.108 -0.596 -6.357
C -6.525 -3.864 8.812
C 3.997 -2.993 -0.794
C 3.415 -0.725 -5.010
C -1.493 -3.004 1.109
C 0.520 -0.669 -5.712
C -4.292 -2.819 7.136
C 1.458 0.523 -5.612
C 7.419 -0.691 -3.165
C 2.789 -1.175 1.241
C 4.465 -1.594 -0.420
C -5.545 -4.684 7.989
C 3.704 -1.283 2.448
C 2.640 3.807 0.108
C -5.694 -6.091 0.258
C -4.602 -4.863 2.739
C 7.678 -1.057 -4.616
C 3.162 2.579 0.874
C -4.842 6.367 -0.663
C -1.024 -0.656 0.995
C -6.570 7.843 -1.434
C -4.539 -6.615 1.096
H 2.451 1.378 -1.287
H 0.285 -3.504 -0.012
H 4.620 0.363 -6.434
H 7.294 -1.598 -2.572
H 0.077 2.311 -0.418
H -2.918 -0.899 -0.061
H -6.494 -5.680 0.876
H -6.347 9.986 -1.393
H -5.012 9.129 -0.624
H -0.335 -0.416 -6.340
H -5.376 -4.283 2.224
H 3.113 -1.512 3.336
H -6.959 -4.484 9.597
H 4.119 4.516 -1.335
H -6.044 -3.011 9.292
H -5.683 -5.019 4.585
H 6.512 -0.090 -3.079
H -0.406 -0.737 0.093
H 8.551 1.489 -4.239
H -4.545 5.909 1.398
H -0.917 -2.624 -0.958
H -5.774 7.157 1.143
H 4.165 2.312 0.546
H 1.827 0.804 -6.607
H -2.498 -2.105 8.077
H -3.048 -0.109 1.514
H 6.857 -1.671 -4.987
H -1.386 -3.815 1.830
H -4.942 -2.058 7.583
H 8.591 -1.657 -4.705
H -1.191 -4.321 -0.564
H 3.173 -2.939 -1.507
H 10.342 -0.267 -4.500
H 4.846 -1.391 -6.473
H 8.241 -0.122 -2.730
H -4.888 -7.402 1.776
H -4.438 -6.255 4.377
H -6.118 -6.901 -0.337
H 4.848 -1.089 -1.306
H 4.156 -0.702 -4.209
H 4.818 -3.552 -1.249
H 3.222 2.818 1.936
H 5.294 -1.649 0.298
H -3.314 -3.359 9.006
H -5.966 -6.384 3.499
H 0.155 -0.946 -4.722
H 2.256 -2.118 1.073
H 1.861 4.319 -1.800
H 3.113 2.459 -2.538
H -5.136 9.148 -2.383
H -6.150 5.464 0.793
H -4.734 -5.059 8.624
H -2.201 3.423 -0.431
H 4.229 -0.340 2.611
H 0.915 1.383 -5.220
H -3.791 -7.067 0.444
H -1.377 2.843 1.412
H -1.291 4.845 1.973
H -4.051 7.121 -0.704
H 10.863 1.283 -5.152
H 2.029 -0.417 1.428
H -7.330 -3.487 8.181
H -2.568 -2.882 0.931
H 10.327 -0.004 -6.246
H 2.516 1.714 0.777
H 2.900 -1.692 -4.938
H 3.655 -3.556 0.075
H -2.414 -3.794 7.550
H -5.350 -5.305 -0.415
H 4.450 -2.072 2.333
H 3.519 5.754 -0.245
H 3.405 -0.672 -7.189
H 1.008 -1.541 -6.151
H 8.596 1.787 -5.968
H -0.256 3.426 -1.742
H -2.161 5.422 0.183
H -0.560 0.104 1.624
H 4.673 4.583 0.359
H 1.451 1.954 -2.596
H -4.389 5.427 -0.974
H -7.145 7.799 -0.501
H 2.030 4.382 0.795
H -3.097 4.024 1.380
H -3.995 -2.444 6.157
H -3.897 -4.144 3.155
H -6.053 -5.556 7.575
H -7.294 7.881 -2.251
H -2.354 0.767 0.141
```